DFT (ωB97M-V/def2-TZVPD) results for 9 unconnected molecules or ions with the total composition C36H90O18.

Geometry as ORCA input:
```
! RIJCOSX wB97M-V def2-TZVPD def2/J DEFGRID3
* xyz -1 2
C 2.733 -2.807 4.785
O 1.521 -2.163 5.008
C 0.986 -1.393 3.935
C 0.185 -0.200 4.460
O 0.999 0.672 5.183
C 0.439 1.943 5.567
H 3.603 -2.189 4.561
H 2.502 -3.674 4.166
H 3.012 -3.253 5.740
H 0.316 -2.041 3.369
H 1.720 -1.028 3.217
H -0.509 -0.593 5.204
H -0.459 0.254 3.707
H 1.142 2.471 6.213
H -0.488 1.829 6.129
H 0.350 2.631 4.726
C 4.482 0.603 3.438
O 5.856 0.161 3.551
C 6.287 0.018 4.893
C 7.561 0.891 5.161
O 8.807 0.202 4.970
C 9.888 1.027 5.245
H 4.208 1.521 3.957
H 3.831 -0.168 3.852
H 4.232 0.713 2.383
H 6.527 -1.037 5.028
H 5.491 0.039 5.638
H 7.658 1.370 6.135
H 7.420 1.765 4.525
H 9.976 1.867 4.556
H 10.735 0.342 5.293
H 9.747 1.465 6.233
C -1.286 0.020 1.225
O -0.090 -0.676 1.008
C 0.614 -0.290 -0.181
C 1.226 1.087 -0.036
O 0.227 2.071 -0.406
C 0.482 3.423 0.083
H -1.227 1.107 1.281
H -1.766 -0.287 2.155
H -2.033 -0.284 0.492
H 0.033 -0.331 -1.102
H 1.468 -0.940 -0.374
H 2.089 1.193 -0.694
H 1.692 1.163 0.946
H -0.430 3.988 -0.108
H 1.258 3.979 -0.443
H 0.727 3.458 1.145
C 0.683 -9.550 -0.670
O 0.855 -8.214 -0.277
C -0.301 -7.418 -0.166
C 0.032 -5.942 0.116
O -1.163 -5.153 0.082
C -0.920 -3.833 0.542
H 0.386 -9.483 -1.716
H -0.147 -10.030 -0.152
H 1.540 -10.212 -0.543
H -1.057 -7.705 0.565
H -0.870 -7.407 -1.095
H 0.610 -5.518 -0.705
H 0.630 -5.772 1.011
H -0.327 -3.290 -0.193
H -0.326 -3.795 1.455
H -1.770 -3.179 0.738
C -5.429 -1.109 1.070
O -4.484 -0.042 1.312
C -5.255 1.173 1.627
C -4.350 2.365 1.737
O -3.423 2.366 2.728
C -2.518 3.430 2.710
H -6.018 -1.336 1.958
H -4.914 -1.982 0.669
H -6.127 -0.855 0.272
H -5.799 1.013 2.558
H -5.997 1.252 0.833
H -4.910 3.294 1.841
H -3.832 2.476 0.784
H -1.799 3.385 3.528
H -3.111 4.313 2.948
H -1.928 3.523 1.798
C -0.775 -5.660 -4.067
O -0.331 -4.386 -3.581
C -1.302 -3.359 -3.807
C -0.764 -2.001 -3.442
O 0.237 -1.603 -4.369
C 0.994 -0.463 -4.075
H -0.212 -6.572 -3.871
H -0.735 -5.531 -5.148
H -1.815 -5.873 -3.820
H -2.219 -3.575 -3.259
H -1.517 -3.250 -4.870
H -0.274 -2.166 -2.483
H -1.536 -1.243 -3.307
H 1.731 -0.271 -4.855
H 1.649 -0.711 -3.240
H 0.303 0.365 -3.917
C -3.739 1.097 -2.210
O -4.585 0.435 -3.131
C -4.590 -1.047 -2.973
C -4.854 -1.709 -4.281
O -3.749 -1.677 -5.170
C -3.302 -0.363 -5.629
H -2.742 0.698 -2.396
H -4.006 1.082 -1.153
H -3.734 2.161 -2.446
H -5.492 -1.237 -2.392
H -3.662 -1.416 -2.536
H -5.728 -1.223 -4.714
H -5.137 -2.753 -4.149
H -4.032 0.325 -6.056
H -2.608 -0.471 -6.463
H -2.879 0.215 -4.808
C 5.300 -1.221 -5.464
O 4.297 -0.274 -5.350
C 4.716 0.899 -4.635
C 5.137 0.690 -3.200
O 4.083 0.034 -2.512
C 4.469 -0.090 -1.117
H 5.438 -1.704 -4.497
H 6.229 -0.856 -5.900
H 4.879 -2.058 -6.020
H 3.861 1.574 -4.678
H 5.544 1.409 -5.127
H 5.391 1.666 -2.787
H 6.034 0.072 -3.197
H 3.850 -0.784 -0.549
H 4.415 0.838 -0.547
H 5.464 -0.532 -1.166
C -5.698 8.918 -1.081
O -4.668 8.090 -0.636
C -4.966 7.437 0.588
C -3.775 6.538 1.040
O -3.350 5.439 0.173
C -2.913 5.876 -1.083
H -5.900 9.774 -0.436
H -6.636 8.396 -1.267
H -5.388 9.227 -2.079
H -5.899 6.873 0.567
H -5.068 8.187 1.373
H -4.020 6.156 2.031
H -2.907 7.135 1.319
H -3.628 6.384 -1.730
H -2.594 4.940 -1.541
H -1.994 6.461 -1.056
*
```

Computed properties:
* expectation value of S²: 0.75
* Kohn-Sham gap (spin up / spin down): 0.0523 / 0.3428 Ha
* energy: -2779.3971 Eh
* HOMO energy (spin up / spin down): 0.78 / -7.17 eV

Löwdin atomic charge list, values in e, 2 entries: number 1, C, carries -0.128; number 2, O, carries -0.175